Record 1
This record from the Open Molecules 2025 dataset describes a 8-piece molecular cluster, C23H61O22S7 overall at a distorted geometry. The level of theory is the ωB97M-V functional and the def2-TZVPD basis.

The geometry in XYZ format:
```
113
C23H61O22S7 | the Open Molecules 2025 dataset | the ωB97M-V functional and the def2-TZVPD basis
S 5.108 -30.869 5.865
S 5.294 -28.920 11.703
S 11.691 -22.817 4.583
S 6.046 -23.640 13.204
S 9.855 -21.655 9.869
S 14.664 -25.202 10.245
S 10.171 -27.118 13.766
O 13.828 -24.165 10.859
O 6.299 -30.263 4.838
O 12.697 -24.199 4.578
O 11.134 -25.801 13.672
O 6.365 -28.150 11.068
O 5.042 -28.204 13.167
O 9.458 -21.865 11.237
O 11.047 -28.286 13.882
O 10.459 -20.391 9.429
O 9.117 -26.859 14.781
O 10.454 -26.377 8.451
O 4.359 -29.738 6.434
O 6.354 -22.257 13.633
O 11.612 -22.258 5.906
O 3.987 -29.168 11.090
O 4.436 -23.751 12.866
O 12.040 -22.057 3.394
O 5.543 -31.956 6.724
O 15.939 -24.946 9.621
O 6.516 -24.797 13.940
O 8.595 -22.074 8.830
O 15.029 -26.245 11.447
C 10.504 -24.541 13.824
C 12.610 -25.000 5.686
C 6.145 -28.059 14.024
C 10.049 -23.690 4.316
C 11.430 -23.409 13.449
C 3.923 -25.080 12.638
C 7.046 -28.036 4.990
C 9.267 -25.950 7.846
C 13.524 -26.222 5.452
C 10.988 -22.961 9.366
C 6.780 -23.818 11.462
C 6.108 -29.046 4.272
C 9.347 -27.068 12.093
C 7.937 -26.368 8.464
C 3.966 -31.677 4.694
C 5.640 -27.681 15.402
C 14.408 -27.121 13.615
C 13.633 -26.342 9.177
C 7.686 -22.341 6.610
C 8.580 -21.416 7.537
C 13.968 -26.748 12.197
C 2.469 -25.095 12.277
C 5.934 -30.592 12.258
H 5.211 -31.043 12.938
H 6.941 -27.418 13.646
H 4.982 -28.434 15.835
H 10.277 -24.377 3.501
H 12.809 -26.703 9.792
H 14.584 -25.967 5.448
H 13.117 -25.774 8.403
H 9.351 -22.896 4.049
H 9.349 -24.863 7.863
H 13.093 -26.101 12.262
H 12.815 -24.494 6.629
H 7.973 -27.310 9.012
H 11.577 -25.348 5.702
H 8.191 -20.409 7.686
H 13.613 -27.553 11.554
H 6.481 -27.642 16.095
H 9.862 -24.357 5.157
H 13.260 -26.585 4.459
H 7.811 -24.104 11.668
H 6.729 -22.835 10.993
H 7.388 -21.854 5.682
H 4.578 -25.578 11.923
H 3.288 -32.274 5.305
H 6.303 -24.635 10.920
H 14.253 -27.134 8.757
H 6.652 -27.833 5.986
H 1.871 -24.787 13.135
H 14.825 -26.204 14.032
H 10.994 -23.057 8.280
H 11.026 -22.407 13.590
H 3.980 -25.696 13.535
H 9.369 -26.148 6.779
H 8.152 -23.321 6.509
H 8.945 -28.066 11.915
H 10.154 -27.021 11.361
H 9.619 -24.407 13.203
H 12.391 -23.448 13.962
H 5.116 -26.727 15.465
H 8.043 -28.476 5.019
H 10.242 -24.511 14.882
H 6.991 -27.078 4.473
H 10.709 -23.953 9.722
H 6.930 -30.531 12.696
H 6.418 -29.043 3.227
H 6.678 -29.006 14.116
H 2.179 -24.420 11.473
H 2.176 -26.090 11.942
H 6.778 -22.686 7.105
H 13.290 -27.063 6.105
H 3.477 -30.890 4.121
H 5.100 -28.655 4.137
H 12.008 -22.776 9.704
H 9.554 -21.388 7.048
H 8.626 -26.275 11.897
H 11.786 -23.573 12.432
H 7.170 -26.326 7.691
H 7.651 -25.685 9.264
H 15.146 -27.920 13.543
H 4.470 -32.313 3.967
H 13.663 -27.554 14.282
H 6.100 -31.202 11.370
```

Results
Net charge: -1
ΔE to the lowest compared entry with this formula, charge and spin in eV: 1.015
Calculated total energy in eV: -145726.3777
Gap between HOMO and LUMO in eV: 5.58

Mulliken population analysis, charges in e, atoms 1 to 8: number 1, S, carries 1.1220; number 2, S, carries 1.0907; number 3, S, carries 1.0129; number 4, S, carries 1.1746; number 5, S, carries 0.9729; number 6, S, carries 1.0630; number 7, S, carries 1.2627; number 8, O, carries -0.5135

***

Record 2
This record from the Open Molecules 2025 dataset describes C23H62IN4O8PSSi2 as an isolated structure at a distorted geometry. The level of theory is the ωB97M-V functional and the def2-TZVPD basis.

The geometry in XYZ format:
```
102
C23H62IN4O8PSSi2 | the Open Molecules 2025 dataset | the ωB97M-V functional and the def2-TZVPD basis
I -3.459 1.181 -4.867
S -2.614 3.056 1.339
P -1.032 3.500 0.262
Si -1.550 2.816 -1.813
Si -2.082 0.228 -3.052
O -0.235 -4.726 -1.863
O -3.175 -3.176 0.932
O -0.824 5.152 0.378
O 2.633 4.937 4.132
O -4.980 4.545 -1.213
O 0.246 2.632 0.918
O 1.335 -3.079 2.105
O -2.001 1.175 -1.634
N -0.513 -0.227 -3.728
N 2.872 2.881 2.114
N 2.341 -3.555 -1.315
N 0.383 -4.227 4.580
C 4.955 4.143 2.069
C 1.604 -4.437 2.423
C 1.583 -4.762 3.928
C -3.187 -2.976 -0.485
C 2.437 -2.202 2.286
C 3.441 4.212 1.888
C 1.673 1.374 -1.901
C -6.902 2.929 -1.025
C -2.369 -2.248 1.640
C -0.578 -4.722 -3.236
C -0.017 3.132 -2.887
C 2.619 -4.917 -3.315
C 3.811 5.114 4.897
C -2.922 -1.406 -2.528
C -6.035 4.060 -0.393
C 2.755 5.279 2.762
C 2.816 -4.276 4.683
C 2.250 -4.922 -1.835
C 1.352 2.870 -2.149
C -2.670 -1.604 -0.978
C -4.357 3.506 -1.946
C 0.875 -5.545 -1.532
C -2.929 3.970 -2.402
H -1.637 -4.471 -3.316
H -2.870 4.045 -3.505
H 2.999 -5.532 -1.319
H -2.727 4.995 -2.024
H -0.281 5.498 -0.340
H -4.232 2.574 -1.361
H 2.115 -4.126 -3.870
H 0.315 -3.243 4.331
H -0.156 2.035 1.559
H 2.298 -1.344 1.627
H -4.010 -1.392 -2.713
H 5.243 3.613 2.977
H 2.783 -3.207 4.894
H 3.388 -2.680 2.037
H 2.587 1.243 -1.300
H -3.151 -0.749 -0.476
H -2.478 -2.281 -3.038
H 0.804 -5.011 1.948
H 2.890 -4.784 5.646
H 2.880 2.717 3.118
H 3.515 5.268 5.935
H 1.439 3.496 -1.239
H -6.706 4.908 -0.176
H -2.322 -2.618 2.684
H 2.543 -4.764 1.955
H 3.731 -4.488 4.125
H -4.935 3.293 -2.864
H -0.048 2.648 -3.883
H -5.651 3.697 0.584
H 1.874 0.918 -2.889
H -0.416 -5.698 -3.702
H -2.685 -3.820 -1.001
H -0.658 -1.155 -4.126
H -2.824 -1.241 1.721
H 4.386 5.983 4.566
H -7.033 3.080 -2.111
H 3.241 6.258 2.654
H -0.016 -3.950 -3.768
H -0.261 0.347 -4.527
H 0.825 0.806 -1.481
H 1.730 5.397 2.400
H -4.254 -3.043 -0.796
H 2.458 -1.824 3.310
H -0.020 4.225 -3.106
H -1.568 -1.562 -0.863
H 2.133 3.256 -2.836
H 3.255 4.486 0.843
H 2.377 -5.873 -3.786
H 5.409 3.606 1.234
H 2.205 -3.585 -0.307
H -1.318 -2.204 1.300
H 4.429 4.214 4.862
H 1.878 2.909 1.875
H 5.396 5.143 2.101
H -0.439 -4.644 4.151
H -6.429 1.947 -0.859
H 0.771 -6.536 -1.993
H -7.909 2.884 -0.577
H 1.526 -3.047 -1.654
H 0.810 -5.696 -0.452
H 1.559 -5.853 4.018
H 3.691 -4.751 -3.434
```

Results
Net charge: 0
Calculated total energy in eV: -91181.0506
Gap between HOMO and LUMO in eV: 8.92

Mulliken population analysis, charges in e, atoms 1 to 8: number 1, I, carries -0.2028; number 2, S, carries -0.4774; number 3, P, carries 0.7384; number 4, Si, carries -0.7240; number 5, Si, carries 0.1965; number 6, O, carries -0.1722; number 7, O, carries -0.4038; number 8, O, carries -0.5994

***

Record 3
This record from the Open Molecules 2025 dataset describes a 9-piece molecular cluster, C23H62N2O25S7 overall at a distorted geometry. The level of theory is the ωB97M-V functional and the def2-TZVPD basis.

The geometry in XYZ format:
```
119
C23H62N2O25S7 | the Open Molecules 2025 dataset | the ωB97M-V functional and the def2-TZVPD basis
S -24.523 -12.884 15.118
S -26.029 -4.912 15.395
S -20.566 -5.056 12.999
S -25.726 -5.948 23.277
S -22.448 -3.715 18.404
S -31.065 -4.630 14.805
S -29.462 -7.105 20.202
O -20.977 -6.399 13.962
O -24.770 -5.715 24.352
O -24.555 -4.929 15.372
O -22.614 -5.177 18.256
O -29.876 -4.126 14.122
O -28.055 -7.589 20.280
O -24.617 -11.902 14.074
O -31.306 -6.061 14.977
O -20.049 -5.674 11.807
O -26.542 -5.948 16.581
O -24.165 -12.117 16.480
O -25.533 -7.740 10.318
O -30.442 -8.340 20.745
O -23.485 -13.869 15.025
O -27.147 -8.722 16.217
O -23.982 -3.079 18.559
O -26.681 -3.608 15.657
O -26.705 -4.999 22.809
O -24.970 -6.656 21.895
O -26.495 -8.491 12.074
O -31.168 -3.959 16.301
O -21.692 -3.161 19.485
O -29.962 -6.550 18.960
O -19.857 -3.931 13.684
O -28.496 -9.633 17.746
N -25.753 -8.647 11.110
N -28.187 -8.776 16.859
C -31.761 -8.035 20.935
C -26.686 -5.767 13.904
C -24.193 -1.671 18.535
C -29.985 -3.823 16.969
C -21.201 -7.678 15.935
C -32.089 -8.501 22.351
C -21.298 -6.233 15.367
C -25.816 -5.928 17.849
C -29.251 -7.830 16.520
C -23.890 -7.552 22.137
C -26.179 -4.852 18.807
C -26.611 -7.504 23.825
C -24.905 -10.833 16.599
C -25.691 -1.383 18.883
C -32.550 -3.758 14.166
C -24.360 -10.147 17.890
C -22.201 -4.577 12.703
C -29.584 -5.961 21.621
C -26.228 -13.637 15.515
C -23.556 -7.941 20.759
C -25.114 -9.997 10.855
C -22.011 -2.959 16.708
C -29.648 -2.285 16.845
H -26.583 -14.084 14.587
H -29.951 -2.042 15.826
H -22.222 -5.727 15.645
H -23.195 -7.225 20.021
H -31.943 -9.581 22.373
H -30.419 -5.264 21.547
H -27.149 -8.008 23.022
H -32.501 -3.491 13.111
H -26.172 -3.866 18.343
H -28.729 -5.302 21.472
H -24.215 -10.770 18.773
H -26.359 -6.805 13.825
H -26.023 -1.929 19.767
H -24.067 -8.412 22.783
H -22.739 -5.477 12.404
H -26.058 -6.902 18.275
H -24.366 -8.524 20.320
H -23.371 -9.765 17.635
H -26.126 -14.305 16.370
H -27.297 -7.156 24.597
H -20.939 -2.789 16.609
H -20.356 -8.214 15.503
H -32.048 -7.002 21.127
H -26.826 -12.773 15.805
H -23.135 -6.951 22.645
H -30.132 -8.047 17.124
H -22.252 -3.713 15.959
H -22.615 -2.076 16.500
H -21.227 -7.782 17.020
H -27.771 -5.805 13.993
H -25.983 -10.922 16.728
H -23.505 -1.110 19.168
H -24.685 -10.254 15.702
H -25.632 -4.861 19.750
H -24.164 -9.851 10.340
H -30.114 -4.126 18.008
H -25.858 -10.449 10.199
H -25.896 -0.364 19.211
H -33.453 -4.322 14.400
H -26.420 -1.519 18.085
H -22.684 -4.368 13.657
H -27.227 -4.877 19.109
H -28.617 -1.998 17.051
H -24.093 -1.270 17.527
H -29.455 -6.654 22.452
H -25.090 -10.531 11.804
H -30.365 -1.680 17.400
H -29.703 -7.967 15.538
H -26.293 -5.249 13.030
H -22.045 -8.276 15.592
H -24.739 -6.076 17.776
H -32.528 -2.818 14.719
H -33.116 -8.329 22.673
H -22.366 -3.720 12.049
H -20.478 -5.601 15.709
H -31.599 -8.048 23.213
H -28.808 -6.836 16.590
H -32.369 -8.498 20.157
H -22.829 -8.729 20.953
H -24.920 -9.275 18.229
H -25.833 -8.157 24.221
H -29.165 -4.458 16.634
```

Results
Net charge: 0
ΔE to the lowest compared entry with this formula, charge and spin in eV: 0.000
Calculated total energy in eV: -154857.9005
Gap between HOMO and LUMO in eV: 10.78

Mulliken population analysis, charges in e, atoms 1 to 8: number 1, S, carries 1.1292; number 2, S, carries 0.4489; number 3, S, carries 1.1341; number 4, S, carries 1.1436; number 5, S, carries 1.0696; number 6, S, carries 1.2185; number 7, S, carries 1.4882; number 8, O, carries -0.4377

***

Record 4
This record from the Open Molecules 2025 dataset describes a 15-piece molecular cluster, C23H62N6O29 overall at a distorted geometry. The level of theory is the ωB97M-V functional and the def2-TZVPD basis.

The geometry in XYZ format:
```
120
C23H62N6O29 | the Open Molecules 2025 dataset | the ωB97M-V functional and the def2-TZVPD basis
O 2.275 3.496 -5.703
O 1.852 -3.771 5.224
O 1.483 -2.052 6.447
O 0.545 -0.092 0.710
O -4.285 6.125 -1.610
O 1.460 -1.783 4.213
O -1.116 -6.682 4.117
O -3.889 -1.672 4.468
O -2.360 0.406 1.759
O 3.574 1.309 0.978
O 4.238 -2.674 1.707
O -2.981 4.464 -1.260
O -1.068 -4.815 -4.135
O 0.186 -0.103 -1.494
O 0.337 8.673 -3.727
O 1.692 0.355 -3.852
O 5.847 -2.467 0.295
O -2.747 1.352 -3.407
O 2.561 -4.019 -2.823
O 4.985 0.544 2.420
O -2.276 -5.174 2.927
O 0.075 1.759 -0.226
O -4.555 0.490 -2.474
O -2.343 -2.531 5.710
O -0.609 -6.377 2.029
O -0.934 1.387 3.027
O 0.623 7.915 -1.730
O 2.259 3.864 -0.686
O -4.509 0.557 -4.596
N -1.873 1.402 2.256
N 5.410 -2.534 1.412
N 0.121 7.892 -2.829
N 3.878 0.955 2.104
N -3.809 5.059 -1.928
N -2.788 -2.161 4.639
C 3.164 -2.772 -2.407
C -2.089 -6.682 5.167
C -0.628 -5.532 0.864
C -4.380 4.358 -3.121
C 0.276 0.475 -0.442
C -3.876 0.847 -5.844
C 1.936 -4.456 3.986
C -0.885 6.812 -3.081
C -1.451 -6.031 3.008
C 6.355 -2.351 2.541
C -1.347 -4.163 -2.882
C -3.813 0.820 -3.520
C 1.529 -2.491 5.193
C -0.548 2.524 -1.257
C 1.821 5.225 -0.618
C -1.870 -2.229 3.498
C 2.527 1.234 -3.124
C -4.043 0.821 -1.188
C 1.180 -0.674 6.576
C 2.749 0.887 3.101
C 1.068 4.043 -5.177
C -2.493 2.716 1.914
C 0.746 -1.498 0.789
H 3.364 1.522 -3.760
H -1.651 -5.415 0.517
H -2.427 -5.667 5.365
H -2.425 -4.214 -2.695
H -5.454 4.501 -3.050
H 0.925 0.185 -3.289
H 2.447 -5.400 4.113
H 3.634 -2.314 -3.276
H -1.636 -7.177 6.015
H 1.801 -1.723 0.589
H 2.446 -3.855 3.225
H -3.122 1.623 -5.721
H 0.755 3.500 -4.279
H 0.368 -0.345 5.928
H -3.455 2.690 2.420
H 2.340 -2.165 -2.023
H 1.138 5.117 -5.030
H -1.817 3.469 2.297
H -0.856 6.631 -4.152
H -2.634 2.771 0.843
H -4.669 1.236 -6.482
H -3.300 0.065 -0.940
H -3.437 -0.020 -6.332
H 2.929 0.791 -2.209
H 0.533 -1.846 1.795
H -1.133 -5.766 -4.007
H -1.066 -3.129 -3.050
H 2.062 -0.073 6.343
H 1.977 0.272 2.658
H 3.198 0.427 3.971
H 6.057 -3.032 3.338
H 2.467 1.935 3.153
H -0.470 2.113 -2.261
H -3.542 1.790 -1.182
H 7.364 -2.513 2.193
H -0.591 5.901 -2.576
H 1.506 5.499 -1.620
H -0.040 3.485 -1.218
H -0.810 -4.642 -2.062
H 6.142 -1.383 2.987
H 1.904 -3.782 -3.488
H 1.001 5.335 0.095
H -1.600 2.660 -1.046
H 0.001 -5.995 0.112
H -1.110 -2.991 3.582
H 0.263 3.904 -5.917
H 2.648 5.888 -0.353
H 0.893 -0.482 7.605
H -1.829 7.269 -2.797
H -1.484 -1.219 3.356
H -2.978 -7.243 4.867
H -3.890 4.868 -3.945
H 2.018 2.179 -2.901
H -4.216 3.287 -3.091
H 2.591 3.676 0.198
H 3.874 -3.005 -1.621
H 2.079 2.569 -5.878
H -2.349 -2.419 2.539
H -4.857 0.867 -0.474
H 0.938 -4.610 3.568
H -0.194 -4.558 1.106
H 0.186 -2.020 0.014
```

Results
Net charge: 0
Calculated total energy in eV: -93155.4222
Gap between HOMO and LUMO in eV: 9.12

Mulliken population analysis, charges in e, atoms 1 to 8: number 1, O, carries -0.5591; number 2, O, carries -0.4012; number 3, O, carries -0.3954; number 4, O, carries 0.4354; number 5, O, carries -0.5371; number 6, O, carries -0.1850; number 7, O, carries -0.3307; number 8, O, carries -0.6150